{
  "formula": "C40H75N3O14S7",
  "method": "wB97M-V/def2-TZVPD",
  "smiles": "O=S1(=O)CCCC1.O=S1(=O)CCCC1.O=S1(=O)CCCC1.O=S1(=O)CCCC1.O=S1(=O)CCCC1.O=S1(=O)CCCC1.O=S1(=O)CCCC1.c1cc[nH]c1.CCCC#N.CCCC#N",
  "energy_ha": -5573.78388,
  "fmax_ha_per_bohr": 0.08200,
  "orbital_gap_ev": 8.0,
  "spin_multiplicity": 1,
  "symbols": ["O", "S", "O", "C", "C", "C", "C", "H", "H", "H", "H", "H", "H", "H", "H", "O", "S", "O", "C", "C", "C", "C", "H", "H", "H", "H", "H", "H", "H", "H", "O", "S", "O", "C", "C", "C", "C", "H", "H", "H", "H", "H", "H", "H", "H", "O", "S", "O", "C", "C", "C", "C", "H", "H", "H", "H", "H", "H", "H", "H", "O", "S", "O", "C", "C", "C", "C", "H", "H", "H", "H", "H", "H", "H", "H", "O", "S", "O", "C", "C", "C", "C", "H", "H", "H", "H", "H", "H", "H", "H", "O", "S", "O", "C", "C", "C", "C", "H", "H", "H", "H", "H", "H", "H", "H", "C", "C", "C", "N", "C", "H", "H", "H", "H", "H", "C", "C", "C", "C", "N", "H", "H", "H", "H", "H", "H", "H", "C", "C", "C", "C", "N", "H", "H", "H", "H", "H", "H", "H"],
  "coordinates": [[5.31039, -7.83890, 8.32772], [5.60044, -8.02240, 9.74423], [5.08843, -9.10748, 10.55475], [7.48767, -7.87128, 9.95241], [7.79164, -6.69049, 10.87041], [6.63245, -5.66953, 10.48852], [5.29828, -6.44054, 10.58464], [7.91953, -7.73880, 8.96042], [7.80597, -8.86225, 10.27609], [7.67362, -7.07750, 11.88254], [8.74918, -6.19421, 10.71255], [6.85150, -5.27817, 9.49507], [6.57371, -4.85293, 11.20811], [4.33067, -6.04555, 10.27510], [5.21504, -6.72228, 11.63430], [-3.95705, -11.89857, 18.79642], [-4.43199, -10.58775, 18.29397], [-5.18139, -9.68537, 19.13332], [-2.93904, -9.67344, 17.75041], [-2.92295, -9.84640, 16.16960], [-4.36370, -9.85167, 15.66264], [-5.10009, -10.86688, 16.58039], [-2.09753, -9.88469, 18.41020], [-3.27331, -8.65150, 17.92929], [-2.21936, -9.18036, 15.67014], [-2.53088, -10.79128, 15.79333], [-4.30028, -10.11923, 14.60789], [-4.90059, -8.90555, 15.73118], [-4.81663, -11.90173, 16.38847], [-6.18924, -10.86839, 16.62343], [5.10958, -4.57032, 17.91778], [4.35142, -3.76658, 18.87945], [3.28628, -4.35874, 19.68007], [5.42673, -2.81739, 20.00964], [5.41483, -1.36132, 19.46204], [4.00034, -1.17522, 18.84820], [3.68780, -2.38536, 17.94273], [6.34140, -3.38822, 20.16973], [4.89543, -2.85989, 20.96044], [5.65130, -0.55046, 20.15102], [6.15141, -1.09694, 18.70332], [3.95602, -0.20598, 18.35149], [3.17899, -1.09694, 19.56049], [4.25001, -2.26643, 17.01651], [2.67377, -2.64286, 17.63690], [2.15815, -17.57695, 12.49491], [1.94589, -17.31068, 11.08025], [3.07207, -16.84498, 10.28051], [0.95127, -18.73186, 10.27968], [-0.41975, -18.52655, 10.80846], [-0.73972, -17.04810, 10.60799], [0.48147, -16.16328, 10.91466], [1.50985, -19.65908, 10.40757], [0.99530, -18.45624, 9.22602], [-1.19956, -19.12386, 10.33600], [-0.49704, -18.81423, 11.85697], [-1.52204, -16.74804, 11.30517], [-1.11367, -17.02347, 9.58444], [0.48307, -15.53079, 11.80238], [0.79390, -15.55518, 10.06572], [15.59512, -6.58896, 18.97679], [14.51011, -6.69393, 18.01598], [13.93281, -7.95245, 17.50207], [13.05257, -5.81513, 18.77408], [12.97416, -4.48365, 17.98237], [13.34962, -4.79204, 16.52420], [14.76341, -5.50404, 16.60822], [13.29839, -5.70892, 19.83068], [12.19429, -6.44573, 18.54212], [11.95922, -4.09229, 17.91276], [13.50349, -3.67143, 18.48057], [13.34861, -3.94055, 15.84371], [12.65024, -5.55527, 16.18295], [15.50851, -4.77973, 16.93735], [15.17533, -6.01872, 15.74017], [-1.84021, -20.01597, 18.46024], [-1.19070, -20.34027, 19.73707], [-1.85473, -19.95758, 20.99358], [-0.70347, -22.11646, 19.70424], [0.71812, -22.13238, 19.00331], [1.49553, -21.09988, 19.77465], [0.63244, -19.81039, 19.75177], [-1.57729, -22.63994, 19.31629], [-0.61135, -22.28182, 20.77768], [1.19384, -23.11305, 19.01189], [0.83104, -21.93910, 17.93655], [2.48958, -21.01954, 19.33475], [1.61030, -21.45783, 20.79778], [0.81052, -19.30364, 18.80330], [0.81223, -19.15697, 20.60547], [8.17353, -15.12530, 18.15833], [7.51637, -14.06712, 18.91926], [7.96606, -13.63851, 20.26837], [7.36816, -12.52731, 17.76870], [6.08419, -12.75454, 17.05318], [5.05869, -13.18327, 18.10375], [5.66316, -14.28398, 18.90578], [8.31174, -12.27470, 17.28503], [7.12556, -11.70212, 18.43826], [5.90210, -11.80225, 16.55509], [6.19356, -13.49777, 16.26340], [4.13580, -13.57161, 17.67299], [4.77381, -12.35365, 18.75079], [5.54080, -15.20617, 18.33773], [5.35073, -14.36783, 19.94667], [12.15511, -13.29876, 10.02903], [12.01407, -13.62993, 11.37751], [10.97321, -14.62355, 11.50558], [10.55416, -14.92402, 10.23447], [11.24182, -14.10553, 9.34167], [12.86355, -12.60975, 9.59340], [12.64632, -13.23209, 12.15750], [10.44385, -15.08883, 12.32393], [9.76620, -15.53879, 10.08858], [11.07394, -14.02650, 8.27773], [10.60573, -23.09888, 22.13310], [11.08032, -21.89547, 21.24570], [11.73127, -22.28554, 19.93670], [12.83543, -23.24725, 20.06302], [13.74144, -24.00914, 20.11981], [9.71365, -23.57558, 21.72683], [10.37387, -22.69502, 23.11861], [11.42148, -23.80234, 22.29980], [11.70711, -21.24127, 21.85171], [10.24075, -21.21028, 21.12845], [12.26455, -21.42082, 19.54179], [11.00664, -22.71374, 19.24413], [7.38270, -16.14581, 29.98694], [8.73531, -15.80834, 29.25466], [8.62059, -15.71938, 27.70925], [7.78810, -16.72776, 27.02275], [7.18462, -17.53553, 26.44380], [7.43858, -16.30110, 31.06439], [6.86730, -17.00489, 29.55748], [6.68001, -15.33587, 29.79121], [9.31414, -16.68506, 29.54526], [9.23087, -14.91018, 29.62321], [9.61468, -15.70384, 27.26242], [8.01374, -14.83820, 27.50106]],
  "atomic_forces_ev_per_a": [[-0.1, -0.6, 1.0], [1.7, 1.5, 0.0], [0.1, 0.3, -0.8], [-0.3, -0.8, -0.7], [-2.1, 0.1, -0.6], [0.0, -0.4, 0.6], [0.6, -0.9, 0.4], [-0.4, 0.1, -0.1], [0.0, 0.1, 0.3], [0.2, 0.6, 0.2], [0.0, -0.4, 0.0], [-0.2, 0.0, 0.0], [0.2, 0.1, -0.2], [0.4, 0.3, -0.4], [-0.2, -0.1, 0.1], [-1.3, 1.8, -0.6], [2.5, -1.6, -0.1], [-0.5, -0.5, -0.4], [-1.4, 0.3, -1.5], [0.8, -0.4, 1.0], [-0.4, 0.0, 0.7], [0.2, -0.1, 0.4], [0.0, -0.4, -0.5], [0.3, 0.2, 0.0], [-0.5, 0.7, 0.2], [0.1, -0.5, 0.8], [-0.5, -0.3, 0.1], [0.3, 0.2, 0.0], [0.2, 0.1, -0.1], [0.1, 0.5, -0.1], [-0.4, 0.5, 1.3], [-0.1, -0.8, -0.9], [0.9, 0.3, -0.6], [-0.3, 0.4, 0.0], [-0.5, -0.1, -0.3], [-0.8, 0.4, 0.0], [0.9, 0.7, -0.1], [0.2, 0.4, -0.5], [-0.1, 0.1, 0.0], [-0.4, -0.5, 0.8], [0.1, -0.9, -0.5], [0.1, -0.2, -0.5], [0.3, -0.2, 0.6], [0.3, -0.4, 0.1], [-0.1, 0.3, 0.6], [-0.2, -0.1, -0.8], [-1.0, 0.0, 0.0], [-1.0, -0.6, 0.4], [1.9, 0.9, -0.3], [-0.5, -0.5, 1.1], [-0.2, 0.2, 0.8], [1.4, -0.5, -0.9], [-0.3, 0.0, 0.3], [0.1, -0.1, -0.2], [0.2, -0.1, -0.4], [0.3, 0.1, 0.2], [-0.3, -0.1, -0.3], [0.2, 0.9, 0.0], [-0.3, -0.3, 0.0], [-0.2, 0.1, 0.0], [-0.2, -0.6, -0.9], [-1.9, 0.1, 0.0], [1.6, 1.4, 0.6], [1.0, 0.5, -1.2], [-0.9, 0.1, 0.0], [1.7, -1.2, 0.5], [-0.7, 0.3, 0.7], [-0.3, -0.1, -0.1], [0.1, 0.0, 0.4], [-0.3, -0.2, 0.4], [0.6, -0.2, -0.3], [0.0, 0.0, 0.2], [-0.2, 0.2, -0.3], [0.0, -0.1, 0.2], [-0.5, -0.2, 0.0], [0.9, -0.2, 1.4], [0.4, 0.1, -0.2], [1.0, -0.7, -1.6], [0.1, 1.1, -0.5], [-0.9, -0.9, 0.3], [-0.5, 0.2, 0.4], [-0.1, -0.2, -0.3], [0.4, -0.2, -0.2], [0.3, -0.5, 0.0], [-0.2, -0.2, 0.8], [-1.1, 0.5, -0.2], [0.0, 0.6, 0.1], [0.1, 0.1, 0.1], [-0.2, 0.2, 0.1], [-0.2, 0.0, -0.2], [-0.6, 0.6, 1.0], [0.1, 2.4, 0.0], [-0.6, -1.1, -2.2], [0.5, -0.7, 2.3], [0.2, 0.1, -1.2], [-0.5, 0.7, -0.2], [1.4, -1.2, 0.3], [-0.2, -0.5, -0.3], [0.5, 0.0, 0.5], [-0.7, -0.1, 0.0], [-0.1, -0.2, 0.0], [0.0, 0.2, -0.2], [0.1, 0.2, -0.1], [0.0, -0.3, 0.4], [-0.1, -0.1, -0.2], [-1.3, -1.5, -0.5], [-1.5, -1.6, 1.3], [1.7, 1.6, -0.7], [0.8, 1.5, 0.0], [0.3, 0.5, -0.1], [-0.2, -0.1, 0.0], [-0.3, -0.1, 0.2], [0.5, 0.1, 0.2], [0.3, 0.3, -0.5], [-0.3, -0.6, 0.1], [0.5, 1.2, -0.2], [-0.7, -0.4, 1.6], [0.7, 0.1, 0.1], [3.0, -3.0, 0.4], [-3.2, 2.7, -0.2], [0.2, -0.2, 0.0], [-0.3, -0.1, 0.0], [-0.1, -0.2, -0.3], [0.7, -0.4, -0.1], [-0.3, -0.3, -0.7], [-0.6, 0.2, -0.5], [0.1, 0.3, -0.2], [-0.2, 1.2, -1.0], [-1.1, -1.9, 0.6], [-1.1, 0.0, 0.6], [-0.1, -1.7, -0.4], [0.8, 1.3, 0.9], [0.4, 0.1, -0.1], [0.4, -0.3, -0.1], [-0.1, 0.2, 0.3], [0.7, 0.2, -0.4], [-0.2, -0.1, 0.0], [-0.2, 0.3, -0.2], [0.6, 0.6, -0.2]],
  "mulliken_charge": [-0.6234, 1.0551, -0.6228, -0.7110, -0.5602, -0.6227, -0.6884, 0.3377, 0.4184, 0.3030, 0.2954, 0.3381, 0.3340, 0.4263, 0.3200, -0.6376, 1.0611, -0.6265, -0.6816, -0.6356, -0.5693, -0.6914, 0.4013, 0.3163, 0.3878, 0.3073, 0.3045, 0.2954, 0.3491, 0.4192, -0.6470, 1.0826, -0.6410, -0.6491, -0.6092, -0.6797, -0.6324, 0.4057, 0.3253, 0.3593, 0.2904, 0.3713, 0.3069, 0.3193, 0.3976, -0.6085, 1.0233, -0.6337, -0.6971, -0.5497, -0.5762, -0.6077, 0.4208, 0.3010, 0.3385, 0.3034, 0.2547, 0.3310, 0.4037, 0.2964, -0.6403, 1.0901, -0.6300, -0.6496, -0.5902, -0.6172, -0.6976, 0.3729, 0.3369, 0.3005, 0.3226, 0.3591, 0.2952, 0.3388, 0.4086, -0.6147, 1.0356, -0.6333, -0.7111, -0.5650, -0.6481, -0.6273, 0.4244, 0.3262, 0.3457, 0.3193, 0.3220, 0.3008, 0.3528, 0.3729, -0.6159, 1.0110, -0.6309, -0.7417, -0.5181, -0.5748, -0.6084, 0.4482, 0.3269, 0.3074, 0.2985, 0.2857, 0.3078, 0.3290, 0.3748, -0.2818, -0.4279, -0.4569, -0.0151, -0.5267, 0.3923, 0.3735, 0.3685, 0.2200, 0.3548, -1.0770, -0.5410, -0.2366, 0.1940, -0.4531, 0.2944, 0.3185, 0.3386, 0.3116, 0.3374, 0.2510, 0.2621, -1.1772, -0.3835, -0.2578, 0.1550, -0.4285, 0.3325, 0.3563, 0.3078, 0.2767, 0.2975, 0.2959, 0.2258]
}